Record 1
Entry from the OMol25 dataset: 2 unconnected molecules or ions with the total composition C2H6N2O2S at a distorted geometry (ωB97M-V/def2-TZVPD).

Output
frontier orbital gap = 9.83 eV
lowest unoccupied orbital energy = 0.3 eV
relative energy (zero: lowest compared OMol25 entry of this formula, charge and spin) = 2.3789 eV
total charge = 0

XYZ file:
```
13
C2H6N2O2S (ωB97M-V/def2-TZVPD)
C 1.74760 0.28654 -0.81286
C 1.23888 1.57796 -0.41563
N 2.25472 -0.68410 -1.17083
N -1.62086 -1.87241 -0.02642
O -0.65185 0.02904 1.63463
O -1.24348 0.52103 -0.73533
S -0.61838 -0.53611 -0.01139
H 1.94293 2.35875 -0.24416
H 0.71674 1.46294 0.49687
H 0.48467 1.89950 -1.11795
H -0.41176 -0.63209 2.25257
H -2.45661 -1.88751 -0.56631
H -1.38258 -2.52356 0.71682
```

These are the Löwdin partial charges, in e, on atoms 1 to 4: -0.3621 -0.1028 0.1295 -0.1576

***

Record 2
Entry from the OMol25 dataset: a molecular structure, C2H6N2O2S at a distorted geometry (ωB97M-V/def2-TZVPD).

Output
frontier orbital gap (alpha / beta) = 8.16 / 8.16 eV
lowest unoccupied orbital energy (alpha / beta) = 0.2 / 0.2 eV
relative energy (zero: lowest compared OMol25 entry of this formula, charge and spin) = 2.1481 eV
total charge = 0

XYZ file:
```
13
C2H6N2O2S (ωB97M-V/def2-TZVPD)
C -0.41125 -0.99449 0.12835
C -0.55888 0.29890 0.75914
N 2.53456 -0.87740 -0.07000
N -1.40870 1.20589 0.16540
O -0.85825 -1.19623 -1.08780
O -0.01676 -1.95329 0.72333
S 1.54121 0.37442 -0.42079
H -0.30159 0.53725 1.79390
H 2.64230 -1.69978 -0.54143
H 3.36880 -0.64804 0.46280
H -1.23912 2.20982 0.18452
H -0.44040 -0.63886 -1.72914
H -1.89335 0.80701 -0.61226
```

These are the Löwdin partial charges, in e, on atoms 1 to 4: -0.8183 -0.2165 -0.3837 0.0799

***

Record 3
Entry from the OMol25 dataset: a single C2H6N2O3 molecule at a distorted geometry (ωB97M-V/def2-TZVPD).

Output
frontier orbital gap = 9.88 eV
lowest unoccupied orbital energy = 0.0 eV
SMILES string = C[C@H](ON)ON=O
relative energy (zero: lowest compared OMol25 entry of this formula, charge and spin) = 6.2302 eV
total charge = 0

XYZ file:
```
13
C2H6N2O3 (ωB97M-V/def2-TZVPD)
C -0.35392 -0.07368 -0.33626
C -1.19724 1.10988 0.13711
N 0.92844 -1.94480 0.38694
O 0.47568 0.24327 -1.46426
O 0.29560 -0.68879 0.79745
N 1.46958 1.21249 -1.25199
O 1.81564 1.37050 -0.08178
H -1.07062 -0.81775 -0.70860
H 1.65486 -2.02646 1.10313
H 0.22068 -2.63564 0.63731
H -1.84342 1.46794 -0.67056
H -1.81504 0.82754 0.99593
H -0.58023 1.95547 0.45563
```

These are the Löwdin partial charges, in e, on atoms 1 to 4: -0.4086 -0.0219 0.0621 -0.0594

***

Record 4
Entry from the OMol25 dataset: a single C2H6N2O3 molecule at a distorted geometry (ωB97M-V/def2-TZVPD).

Output
frontier orbital gap = 9.54 eV
lowest unoccupied orbital energy = 0.4 eV
SMILES string = CON(O)C(N)=O
relative energy (zero: lowest compared OMol25 entry of this formula, charge and spin) = 5.9008 eV
total charge = 0

XYZ file:
```
13
C2H6N2O3 (ωB97M-V/def2-TZVPD)
C 1.49529 0.28427 -1.08455
N -0.33590 -0.91557 -0.38378
C -0.63743 0.44273 0.62636
N -0.29393 0.16515 1.90076
O 0.31427 -0.27665 -1.48855
O -1.51784 -1.40222 -0.86636
O -1.60086 1.10009 0.30690
H -2.09273 -0.63307 -1.06466
H 0.43141 -0.50840 2.07665
H -0.87119 0.51460 2.64991
H 1.89111 0.88169 -1.90030
H 2.19157 -0.48395 -0.73466
H 1.02623 0.83133 -0.03772
```

These are the Löwdin partial charges, in e, on atoms 1 to 4: -0.0947 -0.0966 -0.5007 0.1663

***

Record 5
Entry from the OMol25 dataset: a molecular structure, C2H6N2O3 (ωB97M-V/def2-TZVPD).

Output
frontier orbital gap = 9.29 eV
lowest unoccupied orbital energy = 0.8 eV
relative energy (zero: lowest compared OMol25 entry of this formula, charge and spin) = 5.4865 eV
total charge = 0

XYZ file:
```
13
C2H6N2O3 (ωB97M-V/def2-TZVPD)
C 0.02210 0.83688 -0.32244
C -0.47993 -0.03370 0.78440
N 0.51131 1.93087 0.21393
N -1.18896 -1.13401 0.60041
O 1.30070 -0.49508 -0.59757
O 0.68829 -1.56476 -1.36648
O -0.21552 0.43244 1.94590
H 1.03841 -1.39675 -2.25218
H -0.44040 0.74891 -1.30322
H 0.91711 2.58882 -0.43696
H 0.25779 1.39241 1.62778
H -1.05809 -1.58679 -0.30076
H -1.35282 -1.71925 1.40717
```

These are the Löwdin partial charges, in e, on atoms 1 to 4: -0.2729 -0.3989 0.0385 0.2257

***

Record 6
Entry from the OMol25 dataset: 2 unconnected molecules or ions with the total composition C2H6N2O3 at a distorted geometry (ωB97M-V/def2-TZVPD).

Output
frontier orbital gap = 9.33 eV
lowest unoccupied orbital energy = -0.1 eV
SMILES string = CNC(=O)O.N=O
relative energy (zero: lowest compared OMol25 entry of this formula, charge and spin) = 3.9028 eV
total charge = 0

XYZ file:
```
13
C2H6N2O3 (ωB97M-V/def2-TZVPD)
C -0.32586 1.81912 0.06550
N -0.55355 0.40696 -0.11305
N 0.89481 -1.63967 1.44990
C 0.30093 -0.37456 -0.87320
O 0.29661 -0.61294 1.73561
O -0.26444 -1.58886 -1.10442
O 1.28962 0.01752 -1.43767
H 0.30980 -2.08033 -1.71152
H -1.44299 0.01783 0.16387
H 0.26810 -2.48737 1.49558
H -1.02177 2.40908 -0.54434
H 0.70061 2.02977 -0.24564
H -0.45188 2.08347 1.11937
```

These are the Löwdin partial charges, in e, on atoms 1 to 4: -0.0643 -0.0277 0.0379 -0.6460

***

Record 7
Entry from the OMol25 dataset: a single C2H6N2O3S molecule at a distorted geometry (ωB97M-V/def2-TZVPD).

Output
frontier orbital gap = 8.95 eV
lowest unoccupied orbital energy = 0.0 eV
SMILES string = C=[S@](C)(=O)N[N+](=O)[O-]
relative energy (zero: lowest compared OMol25 entry of this formula, charge and spin) = 6.9977 eV
total charge = 0

XYZ file:
```
14
C2H6N2O3S (ωB97M-V/def2-TZVPD)
C -1.70635 -0.94429 0.76212
C -0.68402 1.09111 -1.06961
N 0.86837 0.03560 0.92975
N 2.04875 0.26230 0.24665
O 3.04687 -0.23041 0.68923
O 1.99243 0.92311 -0.77041
O 0.09059 -1.72528 -1.00024
S -0.42631 -0.61164 -0.22683
H -2.02759 -1.99485 1.00107
H -2.09238 -0.14524 1.22116
H -0.53820 0.81563 -2.13106
H -1.72426 1.30207 -0.61621
H 0.10384 1.72123 -0.83796
H 1.04826 -0.49935 1.80235
```

These are the Löwdin partial charges, in e, on atoms 1 to 4: -0.2534 -0.0862 -0.0413 -0.5095

***

Record 8
Entry from the OMol25 dataset: a single C2H6N2O3S molecule at a distorted geometry (ωB97M-V/def2-TZVPD).

Output
frontier orbital gap = 9.51 eV
lowest unoccupied orbital energy = 0.2 eV
SMILES string = C=[S@](C)(=O)N[N+](=O)[O-]
relative energy (zero: lowest compared OMol25 entry of this formula, charge and spin) = 7.6120 eV
total charge = 0

XYZ file:
```
14
C2H6N2O3S (ωB97M-V/def2-TZVPD)
C 0.73776 -0.11897 1.60801
C 0.66280 -0.60477 -1.13533
N -1.50263 0.97476 -0.34716
N -2.58446 0.20374 -0.08710
O -3.69162 0.62140 -0.41253
O -2.26255 -0.81899 0.51892
O 0.73611 1.95069 0.00359
S 0.22614 0.65052 0.21311
H 0.88678 0.47380 2.47991
H 0.20820 -1.11436 1.71619
H -0.33244 -1.06630 -1.23276
H 1.22222 -0.08194 -2.01254
H 1.37489 -1.10452 -0.54701
H -1.64878 1.89658 -1.14043
```

These are the Löwdin partial charges, in e, on atoms 1 to 4: -0.2129 -0.1079 -0.1070 -0.5076

***

- total charge of number 6 (C2H6N2O3)?
  0